# 1
Computed, not measured: a cluster of 11 separate species, C42H77N3O30S7 in total, with ωB97M-V/def2-TZVPD.

XYZ file:
```
159
Properties=species:S:1:pos:R:3:lowdin_spin:R:1
S 9.498 6.078 -11.888 0.0000
S 14.746 12.940 -17.658 0.0000
S 7.564 10.844 -7.756 0.0003
S 3.410 12.822 -11.389 0.0001
S 12.248 16.522 -15.195 0.0003
S 12.604 10.576 -8.290 0.0007
S 7.803 13.151 -20.050 0.0000
O 8.808 11.535 -12.988 0.0005
O 10.808 12.437 -12.211 0.0022
O 9.349 5.972 -10.213 0.0000
O 15.079 14.311 -18.048 0.0000
O 8.653 10.221 -8.493 0.0007
O 10.510 5.037 -12.343 0.0000
O 8.208 11.870 -6.641 0.0008
O 13.375 16.057 -14.381 0.0001
O 12.188 10.382 -20.392 0.0000
O 1.463 8.887 -8.241 0.0000
O 3.183 7.972 -7.256 0.0000
O 12.489 11.810 -7.466 0.0015
O 7.063 12.460 -21.114 0.0000
O 11.917 15.788 -16.386 0.0000
O 14.523 11.894 -18.674 0.0000
O 3.425 14.491 -11.418 0.0001
O 9.568 14.123 -8.563 0.2070
O 11.966 9.297 -7.958 0.0004
O 7.496 13.142 -18.634 0.0000
O 6.571 9.961 -7.102 0.0000
O 8.155 6.021 -12.367 0.0000
O 9.116 14.980 -10.440 0.1801
O 15.942 12.463 -16.627 0.0000
O 14.258 10.375 -8.749 0.0003
O 10.910 16.723 -14.196 0.0011
O 10.596 11.919 -14.322 0.0002
O 3.554 12.683 -9.960 0.0000
O 9.432 12.958 -20.157 0.0000
O 12.020 9.687 -18.360 0.0000
O 4.384 12.242 -12.317 0.0001
N 9.908 14.649 -9.578 0.2592
N 2.640 8.544 -8.199 0.0000
N 11.552 9.886 -19.485 0.0000
C 10.315 5.418 -9.476 0.0000
C 10.322 13.484 -19.212 0.0000
C 5.116 8.921 -11.777 0.0000
C 11.915 15.030 -11.011 0.0783
C 7.704 8.164 -20.364 0.0000
C 9.101 11.269 -5.702 0.0001
C 15.238 10.274 -7.699 0.0001
C 9.292 9.897 -20.735 0.0000
C 8.460 7.705 -19.242 0.0000
C 5.739 8.490 -10.588 0.0000
C 12.133 14.697 -8.620 0.0544
C 3.520 8.667 -9.443 0.0000
C 9.808 11.382 -15.471 0.0000
C 9.701 17.037 -14.789 0.0002
C 13.495 14.942 -8.713 0.0028
C 8.187 9.197 -21.133 0.0000
C 16.209 11.512 -7.615 0.0000
C 9.707 8.245 -18.976 0.0000
C 8.754 11.727 -4.286 0.0001
C 7.841 14.944 -20.488 0.0000
C 14.100 15.181 -10.006 0.1163
C 10.526 3.893 -9.531 0.0000
C 17.426 10.942 -16.043 0.0000
C 17.090 11.878 -17.137 0.0000
C 10.059 7.820 -12.162 0.0000
C 1.709 12.473 -12.009 0.0000
C 9.088 15.921 -15.629 0.0001
C 3.027 9.167 -10.656 0.0000
C 10.103 11.980 -13.078 0.0008
C 2.530 15.231 -10.694 0.0000
C 11.529 13.969 -20.028 0.0000
C 11.929 11.039 -9.973 0.0000
C 2.261 16.563 -11.333 0.0000
C 11.372 14.818 -9.728 0.0526
C 12.473 18.287 -15.723 0.0000
C 4.930 8.415 -9.424 0.0000
C 13.240 13.007 -16.458 0.0000
C 13.255 15.234 -11.104 0.0130
C 8.078 11.746 -11.830 0.0020
C 10.149 9.390 -19.714 0.0000
C 6.591 12.079 -8.671 0.0009
C 3.801 9.316 -11.785 0.0000
H 1.567 14.722 -10.643 0.0000
H 9.506 10.702 -21.423 0.0000
H 6.734 7.766 -20.620 0.0000
H 10.125 11.474 -6.012 0.0001
H 15.779 9.400 -8.061 0.0000
H 3.019 17.101 -11.903 0.0000
H 17.968 12.520 -17.208 0.0000
H 16.555 10.755 -15.415 0.0000
H 7.178 12.361 -11.822 0.0003
H 8.380 14.983 -21.435 0.0000
H 12.142 13.252 -20.574 0.0000
H 16.895 11.202 -17.970 0.0000
H 10.576 12.587 -18.647 0.0000
H 7.850 10.814 -11.312 0.0001
H 5.785 8.867 -12.623 0.0000
H 10.407 11.113 -16.342 0.0000
H 2.898 15.354 -9.675 0.0000
H 8.075 16.082 -15.999 0.0000
H 11.413 3.775 -8.909 0.0000
H 9.061 17.385 -13.979 0.0004
H 15.175 15.175 -10.115 0.0105
H 11.276 5.931 -9.450 0.0000
H 9.746 14.187 -18.609 0.0000
H 12.018 10.133 -10.573 0.0000
H 5.500 8.064 -8.577 0.0000
H 17.045 11.268 -8.270 0.0000
H 1.147 12.396 -11.078 0.0000
H 1.665 11.543 -12.576 0.0000
H 1.230 13.270 -12.579 0.0000
H 6.786 8.225 -10.632 0.0000
H 11.805 18.476 -16.564 0.0000
H 12.276 18.914 -14.853 0.0000
H 7.263 12.881 -8.977 0.0008
H 6.813 15.298 -20.566 0.0000
H 9.028 14.963 -15.113 0.0001
H 10.214 7.750 -18.161 0.0000
H 8.295 15.482 -19.656 0.0000
H 8.693 12.223 -11.067 0.0009
H 10.976 8.115 -11.653 0.0000
H 7.746 12.131 -4.198 0.0000
H 1.377 16.588 -11.970 0.0000
H 11.239 15.200 -11.836 0.0062
H 18.153 11.373 -15.354 0.0000
H 12.207 14.619 -19.476 0.0000
H 9.738 15.755 -16.488 0.0000
H 14.836 10.105 -6.700 0.0000
H 1.864 17.316 -10.652 0.0000
H 1.972 9.385 -10.584 0.0000
H 15.713 12.403 -8.002 0.0000
H 12.312 11.955 -10.421 0.0000
H 8.978 12.033 -15.744 0.0000
H 13.092 11.954 -16.219 0.0000
H 7.681 9.645 -21.975 0.0000
H 9.298 8.565 -11.928 0.0000
H 8.572 10.870 -3.637 0.0000
H 13.539 18.458 -15.876 0.0000
H 9.367 12.478 -3.787 0.0001
H 13.809 15.401 -12.017 -0.0026
H 14.058 14.703 -7.823 -0.0021
H 10.061 5.507 -8.419 0.0000
H 13.439 13.577 -15.550 0.0000
H 10.890 11.347 -9.850 0.0000
H 9.776 3.303 -9.003 0.0000
H 8.910 10.195 -5.701 0.0000
H 11.731 14.445 -7.649 0.0071
H 3.425 9.679 -12.730 0.0000
H 5.972 11.657 -9.462 0.0000
H 12.433 13.472 -17.025 0.0000
H 5.823 12.497 -8.021 0.0001
H 17.918 10.058 -16.449 0.0000
H 10.623 3.460 -10.527 0.0000
H 8.201 6.793 -18.727 0.0000
H 11.160 14.667 -20.780 0.0000
H 16.531 11.782 -6.609 0.0000
H 10.142 7.859 -13.248 0.0000
H 9.841 17.921 -15.411 0.0000
H 9.272 10.465 -15.228 0.0000
```

Output
* HOMO-LUMO gap (spin up / spin down): 1.93 / 5.98 eV
* net charge: -1
* F_max: 6.61 eV/Å
* E_HOMO (spin up / spin down): -0.039 / -0.188 Eh
* lowest unoccupied orbital energy (spin up / spin down): 0.863 / 0.863 eV
* spin multiplicity: 2

# 2
Computed, not measured: a cluster of 14 separate species, C42H78Br26N3O5 in total, with ωB97M-V/def2-TZVPD.

XYZ file:
```
154
Properties=species:S:1:pos:R:3:mulliken_charge:R:1
Br 0.083 -3.147 7.987 -0.1606
Br 11.093 -4.093 -6.615 -0.1229
Br -8.090 0.252 -2.118 -0.1451
Br -4.516 -0.687 -2.101 -0.1058
Br 0.881 -1.926 4.605 0.0530
Br -10.135 5.591 2.295 -0.1197
Br 9.604 1.795 -4.063 -0.1797
Br 10.186 -1.825 -3.636 -0.0933
Br -11.869 2.834 4.021 -0.1208
Br -9.882 5.696 6.580 -0.1165
Br 1.773 -3.670 -0.591 -0.1244
Br 2.504 -2.432 -3.869 -0.1335
Br -3.086 -4.774 -1.629 -0.0597
Br 5.874 7.832 -0.346 -0.1274
Br -6.312 4.766 6.577 -0.1437
Br -7.137 1.582 2.487 -0.1114
Br 0.197 1.952 5.709 -0.1100
Br -4.360 -7.684 -7.378 -0.1397
Br -3.646 -8.659 -3.894 -0.1220
Br -2.322 -3.593 -5.034 -0.1607
Br -1.750 -2.997 1.849 -0.0185
Br 3.796 2.594 5.245 -0.0964
Br -5.312 -2.119 1.970 -0.1357
Br -10.386 0.581 1.079 -0.1350
Br 4.814 6.509 2.926 -0.0872
Br 10.661 -1.972 -9.600 -0.1109
O 4.736 2.795 -1.119 -0.4862
O -1.495 4.801 0.968 -0.5676
O 4.414 0.442 -4.623 -0.4604
O 0.938 -0.865 1.028 -0.0436
O 6.103 0.980 -1.268 -0.4105
N -1.827 1.224 -0.187 -0.0920
N 5.749 1.962 2.285 -0.2984
N 2.491 0.046 2.481 0.8286
C -0.187 3.888 -0.869 -0.7985
C 6.860 3.892 0.972 -1.0005
C -7.876 3.706 7.051 -0.5728
C 4.545 1.277 1.872 -0.3691
C -9.437 -0.114 2.630 -0.4326
C 0.050 -3.600 5.161 -0.3834
C 9.442 -0.851 -5.151 -0.3102
C -3.279 -4.093 2.359 -0.7797
C -1.404 -0.033 0.485 -0.5681
C 0.082 -0.345 -0.021 0.8915
C -6.088 -1.741 -1.636 -0.1559
C -2.965 -8.845 -6.671 -0.6158
C 12.167 -2.105 -8.373 -0.4215
C 3.640 0.698 2.855 -0.6433
C -1.533 3.764 -0.052 0.5765
C 10.156 0.458 -5.369 -0.6358
C 6.428 7.488 2.440 -0.3894
C -1.701 2.391 0.708 -1.3777
C 2.093 -0.162 1.167 -0.6614
C 5.056 1.699 -0.742 0.4709
C 2.969 0.359 0.109 -0.0704
C -8.754 0.990 3.396 -0.2591
C -3.480 -9.694 -5.537 -0.5229
C -4.465 -3.802 1.478 0.0006
C -7.244 -1.446 -2.558 -0.6392
C -11.698 4.566 1.748 -0.4498
C 0.748 -3.899 -2.239 -0.4742
C -12.596 4.268 2.921 -0.5403
C 6.130 8.572 1.437 -0.6181
C 4.895 0.120 -3.267 0.2475
C 5.702 3.418 1.941 -0.0148
C 2.726 2.629 6.874 -0.5153
C -3.173 -5.247 -4.449 -0.5221
C 3.489 0.938 -3.478 -0.4887
C -4.093 -5.006 -3.282 -0.4182
C 12.403 -3.530 -7.942 -0.5543
C -0.890 -3.382 6.317 -0.6487
C 1.688 -4.122 -3.385 -0.5225
C -9.036 4.000 6.135 -0.4008
C 1.698 1.525 6.875 -0.6570
C 6.139 1.047 -2.709 -0.0458
C 4.197 1.112 0.441 0.9770
H 7.572 3.043 0.761 0.3475
H 3.892 0.799 3.948 0.5918
H 6.486 4.231 -0.034 0.1295
H -2.763 1.135 -0.580 0.1838
H 7.416 4.768 1.406 0.1332
H -0.815 2.301 1.407 0.4803
H 12.350 -4.242 -8.762 0.3812
H -8.093 3.911 8.098 0.4179
H 6.978 9.250 1.345 0.3550
H -12.213 5.197 1.023 0.3724
H -2.377 -5.953 -4.231 0.4013
H 0.856 -4.295 5.384 0.4356
H -2.404 3.985 -0.720 0.2593
H -2.134 -8.204 -6.383 0.3537
H 6.580 1.514 1.898 0.3384
H -9.377 1.869 3.535 -0.1172
H 13.369 -3.624 -7.446 0.3401
H -1.514 -4.263 6.471 0.4027
H -1.418 0.087 1.603 0.2793
H -2.663 -9.471 -7.510 0.3666
H -4.456 -10.131 -5.736 0.3664
H -0.494 -3.950 4.283 0.0156
H -13.564 3.899 2.578 0.3590
H -8.754 4.052 5.085 0.2462
H -2.773 -10.489 -5.301 0.3377
H -8.419 0.629 4.370 0.3288
H 2.673 0.177 -0.954 0.4207
H -11.332 3.671 1.249 0.1650
H -3.736 -5.597 -5.314 0.1444
H 0.436 0.597 -0.507 -0.0802
H -8.029 -2.193 -2.436 0.4172
H -3.469 -3.905 3.414 0.4826
H 1.908 -0.332 3.241 -0.4840
H 1.157 -4.464 -4.274 0.3640
H 0.109 -4.766 -2.075 0.2177
H 6.790 7.918 3.374 0.3939
H 4.710 3.630 1.440 0.3032
H -4.211 -3.731 0.421 -0.4719
H 11.239 0.374 -5.298 0.3947
H 8.377 -0.734 -4.960 0.2098
H -12.750 5.123 3.575 0.3709
H -1.526 -2.508 6.194 0.3832
H 3.439 2.488 7.686 0.3782
H -2.669 2.478 1.297 0.4104
H 7.013 0.495 -3.155 -0.0929
H 2.292 3.623 6.947 0.4007
H -7.559 2.669 6.946 0.3340
H -4.718 -4.123 -3.400 0.2878
H -5.237 -4.561 1.610 0.4866
H -6.309 -1.535 -0.591 0.1673
H 7.148 6.756 2.081 0.2018
H 5.958 2.057 -3.146 0.3879
H -8.748 -0.873 2.263 0.3068
H 5.236 9.143 1.676 0.3781
H 0.493 3.003 -0.748 -0.0668
H -2.950 -5.124 2.232 0.4654
H 2.490 -4.821 -3.163 0.4232
H -10.202 -0.589 3.244 0.3832
H -4.728 -5.875 -3.110 0.3787
H 11.959 -1.435 -7.541 0.1374
H -9.820 3.252 6.259 0.2296
H 1.264 1.408 7.867 0.3858
H 2.563 0.284 -3.442 0.1126
H -6.957 -1.396 -3.606 0.4006
H 0.374 4.795 -0.502 0.3508
H -5.772 -2.780 -1.738 0.0617
H -2.101 -0.840 0.124 -0.0317
H -1.526 4.349 1.828 0.3418
H -0.045 -1.185 -0.766 -0.5591
H 5.723 4.079 2.869 0.2992
H 0.124 -3.016 -2.359 0.3152
H 9.891 0.880 -6.338 0.3997
H 4.831 -0.965 -2.881 0.2393
H 3.488 2.040 -3.342 0.3885
H 9.582 -1.512 -6.008 0.2079
H -0.433 4.109 -1.944 0.2560
H 2.095 0.568 6.542 0.2966
H 13.024 -1.728 -8.932 0.3722
```

Output
* HOMO-LUMO gap: 7.70 eV
* net charge: +1
* F_max: 4.35 eV/Å
* E_HOMO: -0.398 Eh
* lowest unoccupied orbital energy: -3.118 eV

# 3
Computed, not measured: a structure of composition C42H78GaN3OSbSi4Te, with ωB97M-V/def2-TZVPD.

XYZ file:
```
131
Properties=species:S:1:pos:R:3:mulliken_charge:R:1
Te 0.748 -1.991 -0.483 -0.3040
Sb -2.218 3.453 -1.177 0.7129
Ga 0.582 1.435 0.363 0.5319
Si 4.079 -3.450 -2.339 0.6277
Si 2.823 -3.278 -0.305 0.3129
Si -0.563 -4.112 -1.033 0.5680
Si 3.330 -4.443 1.744 1.2169
O -6.479 -2.108 -3.417 -0.6695
N -4.997 -0.888 -2.212 0.0573
N -7.248 -1.125 -1.526 -0.0362
N -2.125 -0.252 -0.084 0.9869
C -7.986 -0.045 0.508 -0.2194
C -3.472 2.879 0.480 -0.9719
C 5.544 -2.292 -2.244 -0.9435
C -3.831 -1.164 1.296 -1.7290
C -4.258 -0.832 -1.030 0.3362
C 2.914 -2.975 -3.720 -1.0542
C 5.081 2.306 -1.295 -1.7537
C -0.578 3.852 2.753 -1.4652
C 3.311 -6.280 1.360 -1.2880
C -7.027 2.393 -0.354 -0.5435
C 1.594 3.397 1.585 -1.2714
C -8.129 1.081 1.302 -0.7512
C -2.557 -0.653 1.109 -0.2960
C -1.796 -4.367 0.337 -0.7201
C 0.785 4.422 2.354 2.7875
C 2.169 2.233 2.121 -1.1084
C 3.551 2.252 -1.420 2.9835
C 3.101 0.994 -2.185 -1.2242
C -7.358 0.047 -0.728 -0.3333
C -7.639 2.316 0.892 0.6983
C 3.159 3.439 -2.312 -2.4102
C 2.017 3.461 0.250 -0.4066
C 5.195 1.029 2.160 -1.9095
C 3.889 0.438 1.601 3.5114
C 3.212 -0.361 2.724 -1.9146
C -2.609 5.559 -1.040 -1.5093
C 4.274 -0.582 0.528 -0.4298
C 2.010 -3.988 2.985 -1.0693
C -6.271 -1.425 -2.437 0.1612
C 0.667 -5.521 -1.157 -0.6446
C -3.776 3.082 -2.617 -0.9741
C 4.624 -5.239 -2.452 -1.1817
C 0.568 5.671 1.500 -1.9773
C -7.746 3.525 1.776 -1.5490
C 2.983 1.592 1.149 -0.4667
C 5.071 -3.993 2.271 -1.1056
C -6.890 1.279 -1.165 -0.0495
C 1.550 4.814 3.625 -1.7645
C -4.695 -1.270 0.217 0.1018
C -1.391 -3.811 -2.672 -0.8693
C -2.953 -0.336 -1.112 -1.3249
C 2.883 2.375 -0.048 -0.4610
H 3.609 3.309 -3.298 0.4624
H 5.253 -5.360 -3.336 0.4102
H -2.564 -0.009 -2.074 0.3583
H 3.363 -1.071 0.146 -1.2756
H -2.095 -4.622 -2.873 0.3962
H 0.160 -6.455 -1.408 0.5938
H -4.450 -0.927 -3.059 0.2761
H 1.402 -5.341 -1.945 -0.0603
H -2.511 -5.139 0.043 0.4069
H 6.183 -2.476 -3.111 0.4864
H 2.400 -2.036 -3.512 0.2569
H -8.627 0.994 2.259 0.3963
H -3.454 3.362 -3.618 0.5285
H 2.159 -3.743 -3.898 0.2657
H -8.366 -1.002 0.844 0.4330
H 5.228 -1.251 -2.280 0.1027
H 4.782 -0.155 -0.325 -0.8279
H 3.515 4.385 -1.904 0.4300
H 2.202 -0.660 2.436 0.0466
H -3.683 5.729 -1.097 0.4338
H -4.038 2.024 -2.615 -0.0986
H -4.099 3.719 0.774 0.6019
H -1.862 -0.550 1.936 0.3272
H 4.940 -1.328 0.961 0.8937
H -6.429 1.371 -2.139 0.5229
H 2.062 1.920 3.147 0.4857
H 5.508 1.445 -0.788 0.3115
H -4.657 3.664 -2.348 0.3160
H 5.380 3.193 -0.735 0.3501
H -1.313 -4.680 1.263 0.2769
H 3.920 -6.539 0.493 0.3318
H -1.173 3.645 1.862 -0.0212
H 3.795 -1.259 2.951 0.4505
H 5.753 1.565 1.395 0.3046
H 1.025 5.613 4.151 0.4339
H -6.664 3.349 -0.709 0.3666
H -6.893 3.584 2.455 0.2630
H -8.649 3.493 2.384 0.4483
H 2.554 5.164 3.382 0.3808
H 3.486 -2.852 -4.643 0.4526
H -8.099 -1.635 -1.706 0.2819
H -7.763 4.442 1.189 0.3652
H -2.117 6.087 -1.855 0.4487
H 2.078 3.501 -2.444 0.3955
H 1.734 -2.937 2.937 0.1798
H 5.263 -4.471 3.235 0.4649
H -2.351 -3.451 0.540 0.0435
H 1.107 -4.578 2.822 0.3435
H -0.468 2.921 3.312 0.2858
H -2.888 2.553 1.336 0.4722
H 5.537 2.363 -2.286 0.4757
H 3.738 -6.794 2.226 0.4134
H -0.016 6.409 2.054 0.4734
H -1.951 -2.876 -2.671 0.1389
H 6.148 -2.439 -1.349 0.3350
H -2.234 5.951 -0.096 0.4135
H 2.311 -6.679 1.207 0.3630
H -4.148 -1.490 2.277 0.4942
H 1.183 -5.688 -0.213 -0.2818
H 3.111 0.094 -1.575 -0.2776
H -4.109 2.054 0.165 -0.2232
H 5.209 -5.554 -1.588 0.3223
H 2.077 1.124 -2.542 0.3664
H -5.673 -1.703 0.342 0.6757
H 1.517 6.131 1.222 0.3742
H 5.836 0.242 2.566 0.5038
H -0.670 -3.771 -3.489 0.2909
H 1.774 4.264 -0.423 0.7894
H 3.778 -5.920 -2.555 0.3640
H 3.145 0.208 3.648 0.4459
H 2.370 -4.197 3.995 0.4181
H 5.244 -2.926 2.398 0.2869
H 0.026 5.434 0.583 0.1260
H -1.131 4.560 3.373 0.5268
H 3.739 0.829 -3.058 0.4628
H 5.807 -4.375 1.562 0.3422
H 4.967 1.732 2.960 0.3753
H 1.643 3.969 4.308 0.3116
```

Output
* HOMO-LUMO gap: 5.32 eV
* net charge: +1
* F_max: 0.76 eV/Å
* E_HOMO: -0.355 Eh
* lowest unoccupied orbital energy: -4.332 eV